{"formula": "C29H58Br6O11", "method": "wB97M-V/def2-TZVPD", "fmax_ev_per_a": 5.7, "e_tot_ev": -473789.2767, "e_lumo_ev": 0.394, "smiles": "CCOC(C)=O.CCOC(C)=O.CCOC(C)=O.CCOC(C)=O.CCOC(C)=O.CC(C)=O.BrCCBr.BrCCBr.BrCCBr", "e_homo_ev": -9.249, "orbital_gap_ha": 0.35437, "species": ["Br", "Br", "Br", "Br", "Br", "Br", "O", "O", "O", "O", "O", "O", "O", "O", "O", "O", "O", "C", "C", "C", "C", "C", "C", "C", "C", "C", "C", "C", "C", "C", "C", "C", "C", "C", "C", "C", "C", "C", "C", "C", "C", "C", "C", "C", "C", "C", "H", "H", "H", "H", "H", "H", "H", "H", "H", "H", "H", "H", "H", "H", "H", "H", "H", "H", "H", "H", "H", "H", "H", "H", "H", "H", "H", "H", "H", "H", "H", "H", "H", "H", "H", "H", "H", "H", "H", "H", "H", "H", "H", "H", "H", "H", "H", "H", "H", "H", "H", "H", "H", "H", "H", "H", "H", "H"], "xyz": [[3.31212, -1.15402, 4.87521], [0.60497, -5.58800, 0.19219], [-5.47788, -0.80462, -4.32546], [3.53135, -3.87933, 1.01929], [-0.53146, -4.12918, 3.05932], [-1.27715, -2.69200, -5.11829], [-3.70507, -0.28310, -1.54780], [-4.73351, 0.52706, 0.26698], [-1.38948, -2.49090, -1.58123], [3.74493, 1.02987, 2.72545], [4.80415, -2.30637, -4.74525], [-1.96027, -0.13103, 4.08918], [4.05028, 3.34995, 2.33236], [-1.24581, 5.19728, -0.54704], [-1.31842, 7.37611, -1.15003], [2.56006, -2.33976, -4.07989], [-1.01423, 0.79709, 2.24889], [4.62699, -1.50936, -5.92382], [-2.60571, 6.67984, 0.68744], [-3.32917, -0.25820, 3.59524], [-3.86674, 1.59551, 0.57426], [-0.92586, 0.37630, 3.38757], [5.19280, 3.47342, 3.21113], [-4.73939, 2.89589, 0.28770], [-0.35244, -1.92728, -1.20745], [1.05381, -2.57836, -1.21539], [3.48099, -1.87519, 2.95344], [-3.93323, -1.62367, 3.93976], [3.44572, 2.18443, 2.20936], [-5.60263, -1.39877, -0.83808], [-2.78095, -1.40068, -4.53769], [5.88148, -1.36193, -6.81498], [-4.06286, -2.10246, -3.97529], [2.13898, 2.21762, 1.41917], [0.32665, 0.14317, 4.16467], [-4.54673, -0.32374, -0.75005], [-0.26072, 3.24281, -1.50063], [-1.52867, -3.82849, 1.38235], [3.73571, -2.67199, -3.92675], [-0.34571, 4.77500, -1.59586], [4.81140, 3.90335, 4.69128], [3.26979, -3.38335, 2.91978], [-0.39190, -0.58262, -0.51455], [-1.71312, 6.43071, -0.46480], [4.16586, -3.65565, -2.90407], [-1.34338, -5.04691, 0.48744], [-2.93481, 1.62890, 0.00991], [-1.35449, -0.08712, -0.38807], [1.04321, -3.44734, -1.87332], [5.73545, -0.55906, -7.53760], [-3.92233, -2.49332, -2.96753], [2.79843, -1.35407, 2.28214], [-4.02516, -1.67792, 5.02452], [-4.94311, -1.83674, 3.58926], [5.74402, 4.19765, 5.17265], [-3.10995, -0.88676, -5.44088], [-3.18819, 7.60085, 0.66397], [-0.67709, 5.04453, -2.59868], [-2.58363, -3.59148, 1.52021], [4.38688, 3.05604, 5.22975], [-5.19017, -2.30975, -1.27179], [-1.92479, -5.92755, 0.76043], [0.21205, 0.07727, 5.24663], [-3.71198, 1.58466, 1.65316], [-1.15680, 2.70700, -1.81375], [3.43079, -3.63992, -2.09938], [5.84085, 4.23595, 2.77907], [0.62739, 5.25906, -1.51308], [4.19323, -0.54601, -5.65563], [-1.10353, -2.91888, 0.95812], [5.89547, 2.64332, 3.13839], [-0.07844, 2.91810, -0.47621], [3.98833, -3.89046, 3.56371], [0.98001, 1.00794, 4.04897], [-3.15468, -0.21723, 2.52008], [-4.01564, 0.57082, 3.76724], [0.28302, 0.11895, -1.00484], [4.14059, 4.75693, 4.59379], [-4.34107, -3.04364, -4.44952], [-2.33408, -0.57403, -3.98536], [1.77787, 1.19148, 1.35035], [-3.31994, -2.48234, 3.66653], [0.54983, 2.72175, -2.01014], [4.39011, -1.39946, 2.58566], [6.11129, -2.37454, -7.14649], [2.24691, -3.65749, 3.17797], [-3.29763, 5.84371, 0.78860], [2.36365, 2.60331, 0.42475], [3.90412, -1.90453, -6.63754], [1.67726, -1.85540, -1.74144], [-6.34901, -1.00221, -1.52638], [-4.22912, 3.81256, -0.00802], [0.84469, -0.76393, 3.85340], [5.04274, -3.42462, -2.29925], [1.40917, 2.85991, 1.91206], [6.75690, -1.01428, -6.26646], [-6.21641, -1.55957, 0.04821], [-1.76824, -4.77005, -0.47742], [-5.59783, 2.67370, -0.34617], [-5.25719, 3.12319, 1.21954], [1.27077, -2.89804, -0.19616], [4.28760, -4.68585, -3.23871], [-1.91002, 6.60829, 1.52350], [0.00692, -0.92038, 0.44199]], "forces_ev_per_angstrom": [[0.19, -0.91, -1.31], [-1.98, 0.11, 0.26], [-0.06, -0.42, 0.49], [0.36, -0.04, 0.75], [-0.77, 0.40, 0.03], [-1.36, 1.08, 0.66], [3.36, 0.93, -2.39], [-0.41, -0.99, 0.65], [1.86, 0.62, 0.51], [0.07, 5.40, -1.78], [-0.63, -0.46, 0.44], [-1.18, 0.06, 1.42], [0.49, -0.42, 0.47], [-0.21, -0.99, -0.18], [-0.43, -1.78, 0.32], [2.73, -0.15, -0.05], [0.08, 0.00, 1.06], [-0.67, 1.00, -0.92], [-0.56, -1.29, 0.51], [0.87, -0.85, -2.68], [-1.08, 2.55, -0.68], [-0.95, -0.91, -0.87], [0.87, 0.65, 1.01], [-0.11, -0.63, 1.03], [-1.68, -0.91, -0.61], [-1.90, 0.33, -1.26], [-0.35, 0.92, 0.38], [0.38, 0.09, 1.35], [-0.90, -5.26, 1.70], [-0.99, 0.50, 0.25], [-0.35, -0.71, -1.06], [0.20, -0.20, 2.04], [1.66, -0.36, -0.19], [1.06, 0.19, 0.01], [0.65, 0.94, 0.49], [-2.59, -1.05, 2.00], [0.11, -0.46, 0.77], [1.07, -0.39, -0.14], [-1.11, 0.57, -1.95], [0.33, -0.75, -0.60], [0.51, -0.85, -2.08], [0.53, 0.92, -0.08], [0.20, -0.48, -0.29], [1.31, 3.23, -1.58], [0.08, -0.19, 2.03], [0.07, 0.22, -0.77], [-0.09, -0.46, 0.07], [-0.07, -0.54, -0.14], [-0.20, -0.07, 0.20], [-0.37, -0.65, -0.47], [-0.23, 1.19, 0.42], [-0.78, -0.03, 0.66], [0.04, -0.10, 0.20], [0.05, 0.62, -0.46], [-0.11, 0.09, 0.08], [0.35, -0.55, -0.39], [0.59, 0.00, -0.20], [-0.55, 0.29, 0.22], [0.00, -0.42, 0.49], [-0.21, 0.22, -0.01], [-0.06, 0.15, 0.27], [0.54, 0.00, 0.61], [-0.57, -0.25, -0.15], [0.43, -0.28, -0.35], [-0.28, 0.41, -0.08], [-0.52, -0.27, -0.36], [-0.63, 0.57, -0.16], [-0.02, -0.01, 0.50], [0.26, 0.15, 0.29], [0.16, -0.35, -0.01], [-0.79, -0.75, 0.31], [-0.21, 0.29, 0.32], [-0.06, -0.18, -0.38], [0.26, -0.20, -0.47], [-0.42, -0.10, -0.27], [0.47, 0.18, 0.88], [0.31, -0.06, 0.25], [-0.05, -0.12, 0.37], [0.15, 0.48, -0.98], [-0.05, -0.74, 0.81], [-0.08, 0.26, 0.03], [0.29, 0.28, -0.23], [0.23, 0.73, -0.57], [0.55, -0.91, 0.49], [0.12, 0.36, -0.79], [0.20, 0.05, -0.11], [-0.05, -0.04, 0.19], [-0.25, 0.14, -0.07], [-0.45, -0.65, 0.55], [0.60, 0.06, 0.76], [0.10, -0.07, -0.41], [0.24, -0.34, -0.23], [-0.19, 0.17, -0.28], [0.54, 0.38, -0.77], [0.00, 0.01, -0.08], [0.02, -0.10, 0.37], [0.57, -0.19, 0.32], [0.55, 0.11, -0.31], [0.48, -0.07, -0.61], [0.13, 0.21, 0.26], [0.53, 0.48, -0.20], [-0.15, 0.22, -0.43], [-0.31, 0.33, 0.42], [0.20, 0.87, 0.49]]}